No. 1
Formula: C26H38AsN4O8RuS7
Source: the OMol25 dataset
Level of theory: the ωB97M-V functional and the def2-TZVPD basis

Structure (XYZ):
```
85
C26H38AsN4O8RuS7 | the OMol25 dataset | the ωB97M-V functional and the def2-TZVPD basis
Ru 1.63590 -0.85895 0.73757
As 1.79113 -3.26935 3.04216
S -0.55285 4.90269 1.52520
S 2.74144 0.65412 -1.42638
S 1.39504 -1.06974 3.17809
S 0.36961 -4.34230 4.16434
S 3.85422 -3.63219 3.40927
S -3.67502 -1.35757 -1.84412
S 1.42650 -3.40037 0.85894
O -1.35371 5.84115 2.26454
O -4.61316 -0.63570 -1.02926
O 0.76563 5.26177 1.07488
O 1.74774 -1.91000 -2.17604
O 0.30380 1.10751 1.06088
O -4.08273 -1.84339 -3.14224
O 0.15095 -1.06704 -0.86092
O -1.85096 0.67213 0.58477
N -2.40005 -0.38270 -2.08321
N 3.25510 1.17116 1.49821
N 3.93960 -1.44170 0.69941
N -0.36624 3.56530 2.43469
C 0.56732 -1.61291 -1.93867
C 4.40909 -1.55765 -0.67568
C -2.56463 -2.52135 0.35850
C -0.50964 -1.85905 -2.98019
C 4.78513 -0.73623 1.66002
C -1.50289 4.39358 0.12555
C -0.93921 3.50406 -0.78074
C -2.04310 -3.58788 1.06442
C -3.14159 -4.00998 -1.45535
C -3.05068 3.38001 -1.95185
C 3.01587 2.39890 0.76960
C 3.30963 2.23320 -0.72534
C -2.82674 4.78568 0.00341
C -1.45509 -0.66813 -3.15963
C -2.05529 -4.87729 0.52642
C -3.88598 2.79074 -3.05275
C -2.62011 -5.07299 -0.72851
C -1.71386 3.01153 -1.81188
C -1.31382 1.34044 2.79768
C -0.94083 0.97096 1.36001
C -3.59036 4.27857 -1.03782
C -1.41300 -6.00500 1.28008
C 4.65153 0.77335 1.56317
C -3.10464 -2.73995 -0.90620
C 4.29844 -0.29402 -1.53951
C -1.57188 2.84328 2.88363
H -2.03925 -0.80467 -4.06974
H -0.33603 -5.83556 1.34694
H 2.80826 1.16245 2.40701
H 3.80492 -2.33673 -1.13770
H -3.24217 5.47240 0.72838
H -3.55580 -4.15139 -2.44489
H -1.07643 -2.74423 -2.68239
H -0.85707 0.23824 -3.28760
H 3.60957 3.24511 1.14663
H -0.02095 -2.08132 -3.92991
H -1.29462 2.29358 -2.50465
H 2.79255 3.02323 -1.27158
H 1.96776 2.65006 0.88659
H -1.76821 -6.04702 2.30986
H 4.37096 2.33988 -0.95481
H -2.42659 3.09439 2.24800
H -1.59862 -6.96380 0.79211
H 0.07723 3.15551 -0.64583
H -1.99475 -0.03298 -1.20160
H -3.64173 3.24761 -4.01580
H 4.47076 -1.08336 2.64451
H -4.94800 2.94383 -2.86219
H -4.63278 4.56300 -1.12456
H 4.38610 -0.61018 -2.57880
H -1.57541 -3.42922 2.03031
H 5.14678 1.13830 0.66172
H -2.51861 -1.51560 0.75873
H 3.79443 -2.38480 1.07316
H 5.11148 0.40395 -1.33923
H -3.70793 1.71788 -3.12449
H 0.28840 2.92501 1.97793
H -1.80571 3.14702 3.90415
H -2.21787 0.80614 3.08496
H -0.50101 1.05557 3.46726
H 5.46426 -1.87075 -0.69709
H -2.63051 -6.06965 -1.15727
H 5.83964 -1.02056 1.53345
H 5.18132 1.23194 2.40924
```

Its orbital gap (alpha / beta) is 5.95 / 6.20 eV. As for the total energy: -189192.185 eV. Its net charge is -2. As for the lowest unoccupied orbital energy (alpha / beta): 0.142 / 0.141 Ha. The value obtained for the relative energy (zero: lowest compared OMol25 entry of this formula, charge and spin) is 0.00 kcal/mol. Its spin multiplicity is 6. For the molar mass, the calculation gives 935.07 g mol⁻¹.

No. 2
Formula: C26H38BF2MgNO25
Source: the OMol25 dataset
Level of theory: the ωB97M-V functional and the def2-TZVPD basis

Structure (XYZ):
```
94
C26H38BF2MgNO25 | the OMol25 dataset | the ωB97M-V functional and the def2-TZVPD basis
Mg 0.75246 -4.07424 1.44041
F -0.83886 6.70931 1.59745
F 2.59797 3.99851 -5.62567
O -4.76910 1.79697 6.60865
O 0.21575 1.27702 -1.10114
O -5.72556 3.72857 7.24479
O 0.36094 -0.81685 -0.51622
O -3.60369 1.34881 8.53373
O 3.24301 7.06099 -4.92804
O -5.08961 -7.81160 -0.09138
O -2.76239 0.38252 6.43258
O -4.19469 3.17600 9.74638
O 5.26355 -0.59532 4.71730
O -2.20759 -1.45656 5.15369
O -3.26984 -6.45583 0.06835
O 4.54258 5.30634 -5.42229
O 4.05291 -4.73234 -1.85695
O -0.93403 6.39330 4.53534
O 4.16644 -2.29455 3.67333
O 5.26324 7.41923 -6.02976
O 5.81823 -4.43356 -3.27416
O -4.63508 -2.67026 6.57668
O -3.69205 4.56320 -8.45843
O 0.18073 8.31721 5.27426
O 0.65286 7.17329 3.33988
O 2.01397 0.43213 -0.61864
O -4.71419 -0.51997 7.34496
O -4.76994 2.97655 -7.18811
N 0.85099 0.30634 -0.76675
C 2.65129 5.98491 -4.26094
C 5.20524 -1.76838 4.05292
C -5.03931 2.75721 7.50341
C 4.48153 1.18627 6.08877
C -2.93928 -0.89356 5.95800
C -4.56268 -8.82322 0.75051
C -4.60083 3.76426 -8.28025
C -5.45975 -10.08168 0.74080
C 5.52344 -6.55191 -2.50142
C -0.75696 5.43291 3.51727
C 3.37339 4.74718 -4.76451
C -4.41481 -6.66110 -0.38451
C -4.19413 2.44413 8.72584
C 5.06275 -5.14485 -2.50176
C -0.01290 7.35245 4.47858
C -5.59218 3.55483 -9.39453
C -4.64099 4.34238 -5.20226
C 4.13434 0.04874 5.13407
C 4.44941 6.67049 -5.51062
C 6.57205 -2.36515 3.64860
C -5.14119 -5.73637 -1.34741
C 5.70546 -3.03251 -3.36869
C 0.02854 6.24261 2.48874
C 6.77239 -2.37422 -4.18693
C -4.18660 -1.50833 6.63626
C -4.05569 3.12934 -5.95105
B -3.97014 0.77384 7.23593
H 1.57778 5.95205 -4.44693
H 5.55199 -6.92100 -1.47621
H -5.43185 -6.24228 -2.26811
H 3.50764 -0.73282 5.56365
H 6.39020 -3.33934 3.19475
H -4.52324 -4.83903 -1.37904
H 6.72653 -1.29392 -4.04922
H 5.77408 -2.61572 -2.36387
H -5.06092 -10.87110 1.37787
H -5.68405 4.28078 -4.89186
H 7.26860 -2.47947 4.47916
H -4.01237 4.60338 -4.35090
H 0.81849 5.68477 1.98586
H 2.86353 6.10313 -3.19836
H 6.48360 -6.71135 -2.99210
H 3.77744 4.09176 -3.99297
H 7.02894 -1.65650 2.95783
H -2.96739 3.16717 -5.99881
H -1.71188 4.99711 3.22349
H -6.45515 -9.93126 1.15870
H -3.57729 -9.07521 0.35859
H 6.59520 -2.43191 -5.26089
H -5.97211 2.53677 -9.48008
H -6.10491 -5.42827 -0.94191
H -5.04381 3.76211 -10.31344
H -4.70934 5.19712 -5.87521
H 7.75855 -2.69995 -3.85606
H 3.64198 0.49619 4.27067
H 4.72768 -2.81110 -3.79649
H 5.01294 0.82502 6.96923
H -4.26568 2.23405 -5.36584
H 3.57981 1.74571 6.33780
H -6.40451 4.25996 -9.21835
H 5.18794 1.79825 5.52791
H -4.55763 -8.53539 1.80182
H -0.18781 4.57135 3.86638
H 4.76073 -7.11111 -3.04335
H -5.52510 -10.57540 -0.22877
```

Its orbital gap is 1.36 eV. As for the total energy: -91805.140 eV. Its net charge is 0. As for the lowest unoccupied orbital energy: -0.273 Ha. For the molar mass, the calculation gives 837.69 g mol⁻¹.

Q: net charge of number 1 (C26H38AsN4O8RuS7)?
A: -2

Q: Which of these has the lowest net charge?
A: C26H38AsN4O8RuS7

Q: Which of these has the highest net charge?
A: C26H38BF2MgNO25

Q: Which of these has the lowest net charge?
A: C26H38AsN4O8RuS7